# 1
{
  "formula": "C51H40BrCl4KN5O5Sb",
  "method": "ωB97M-V/def2-TZVPD",
  "charge": -2,
  "de_lowest_kcal_mol": 11.4,
  "e_homo_ev": -1.40,
  "orbital_gap_ev": 4.790,
  "multiplicity": 1,
  "total_energy_ha": -7872.43654,
  "species": ["K", "O", "C", "C", "C", "C", "C", "C", "C", "O", "N", "N", "C", "C", "Br", "C", "C", "C", "C", "C", "C", "C", "H", "H", "H", "H", "H", "H", "H", "H", "H", "H", "H", "H", "H", "H", "Cl", "C", "C", "Cl", "C", "Cl", "C", "O", "C", "O", "C", "Cl", "C", "C", "C", "C", "C", "C", "Sb", "C", "C", "C", "C", "C", "C", "C", "C", "C", "C", "C", "C", "H", "H", "H", "H", "H", "H", "H", "H", "H", "H", "H", "H", "H", "H", "H", "O", "H", "H", "C", "C", "N", "C", "C", "C", "C", "C", "C", "C", "C", "N", "C", "N", "H", "H", "H", "H", "H", "H", "H", "H", "H"],
  "coordinates": [[0.8326, -0.1001, -1.0026], [-1.9444, 0.6045, 1.8260], [-1.4078, 1.2897, 2.8387], [-2.0353, 1.3287, 4.0867], [-1.4677, 2.0540, 5.1226], [-0.2767, 2.7503, 4.9298], [0.3343, 2.6992, 3.6823], [-0.2096, 1.9710, 2.6354], [0.4336, 1.9072, 1.2576], [-0.3691, 1.3321, 0.3153], [1.7364, 1.1857, 1.4662], [2.5972, 1.1823, 0.4164], [3.4632, 0.2493, 0.3443], [4.3816, 0.1232, -0.7958], [3.8936, 1.1019, -2.3457], [5.4213, -0.7043, -0.8455], [5.9045, -1.5351, 0.2785], [6.2662, -2.8592, 0.0290], [6.7063, -3.6824, 1.0522], [6.8096, -3.1929, 2.3489], [6.4722, -1.8719, 2.6072], [6.0285, -1.0506, 1.5792], [-1.2495, 0.7788, 1.0612], [-2.9650, 0.7886, 4.2103], [-1.9627, 2.0813, 6.0871], [0.1619, 3.3247, 5.7357], [1.2620, 3.2343, 3.5077], [0.7534, 2.9242, 0.9807], [1.6522, 0.3084, 1.9802], [3.5039, -0.5582, 1.0789], [5.9184, -0.8451, -1.7973], [6.1523, -3.2507, -0.9733], [6.9520, -4.7139, 0.8365], [7.1500, -3.8365, 3.1502], [6.5547, -1.4739, 3.6108], [5.7794, -0.0155, 1.7807], [2.0673, -6.5830, -3.2623], [1.3908, -4.9791, -3.1055], [0.2759, -4.6135, -3.8135], [-0.4987, -5.7391, -4.9007], [-0.2473, -3.3146, -3.6490], [-1.6759, -2.8422, -4.5396], [0.3029, -2.3474, -2.8013], [-0.2172, -1.1658, -2.6657], [1.5169, -2.7348, -2.0500], [2.1016, -1.9086, -1.2469], [1.9867, -4.0414, -2.2399], [3.4075, -4.5008, -1.3139], [-3.7702, 3.6236, -6.3758], [-4.3169, 2.7004, -5.4931], [-3.5777, 2.2616, -4.4033], [-2.2847, 2.7338, -4.1546], [-1.7529, 3.6545, -5.0550], [-2.4854, 4.0962, -6.1535], [-1.3624, 1.9253, -2.3331], [0.4427, 3.0912, -2.6260], [1.2191, 2.8407, -3.7602], [2.3660, 3.5780, -4.0258], [2.7786, 4.5612, -3.1369], [2.0347, 4.8025, -1.9906], [0.8735, 4.0794, -1.7436], [-2.3792, 3.4847, -1.1971], [-2.4318, 4.8070, -1.6415], [-3.0723, 5.7927, -0.9017], [-3.6914, 5.4697, 0.2989], [-3.6717, 4.1560, 0.7437], [-3.0226, 3.1757, 0.0001], [-4.3396, 3.9651, -7.2322], [-5.3156, 2.3140, -5.6575], [-4.0192, 1.5266, -3.7369], [-0.7550, 4.0506, -4.9030], [-2.0466, 4.8145, -6.8371], [0.9263, 2.0586, -4.4538], [2.9480, 3.3688, -4.9157], [3.6841, 5.1245, -3.3282], [2.3571, 5.5573, -1.2829], [0.2924, 4.2959, -0.8551], [-1.9587, 5.0790, -2.5794], [-3.0870, 6.8143, -1.2648], [-4.1890, 6.2368, 0.8811], [-4.1518, 3.8856, 1.6765], [-3.0242, 2.1645, 0.3708], [-2.8965, -0.9080, -1.5422], [-2.6164, -0.9489, -0.6227], [-2.0818, -1.1544, -2.0222], [1.2820, -2.5754, 2.8202], [0.7331, -2.4095, 1.5536], [-0.5828, -2.3565, 1.3287], [-1.3866, -2.5130, 2.3767], [-0.9402, -2.7124, 3.6800], [0.4304, -2.7041, 3.9005], [-1.8758, -2.8417, 4.8176], [-2.9966, -3.5530, 4.9281], [-3.5994, -4.5378, 3.9917], [-2.9168, -5.1701, 2.9592], [-3.6162, -6.0936, 2.2092], [-4.8933, -6.3986, 2.4474], [-5.4471, -5.7490, 3.4632], [-4.8758, -4.8439, 4.2513], [2.3575, -2.5935, 2.9409], [1.3787, -2.2930, 0.6864], [-2.4503, -2.4499, 2.1827], [0.8195, -2.8115, 4.9074], [-1.6099, -2.2434, 5.6854], [-3.5774, -3.4482, 5.8375], [-1.8836, -4.9519, 2.7352], [-3.1321, -6.6045, 1.3849], [-6.4833, -5.9837, 3.6786]],
  "lowdin_charge": [0.71, 0.00, -0.29, -0.03, -0.12, -0.13, -0.05, -0.10, -0.40, -0.38, 0.00, -0.03, -0.25, -0.63, 0.87, -0.11, -0.22, -0.06, -0.09, -0.11, -0.10, -0.05, -0.03, 0.11, 0.09, 0.08, 0.11, 0.14, 0.12, 0.13, 0.10, 0.10, 0.10, 0.09, 0.09, 0.11, 0.57, -0.74, -0.74, 0.57, -0.61, 0.63, -0.42, -0.35, -0.42, -0.31, -0.60, 0.62, -0.12, -0.11, -0.14, -0.35, -0.13, -0.11, 1.65, -0.36, -0.18, -0.16, -0.12, -0.09, -0.12, -0.33, -0.13, -0.11, -0.12, -0.09, -0.11, 0.09, 0.09, 0.09, 0.08, 0.09, 0.11, 0.10, 0.09, 0.10, 0.09, 0.09, 0.09, 0.09, 0.10, 0.08, -0.13, 0.01, -0.02, -0.05, -0.12, 0.12, -0.11, -0.22, -0.03, -0.04, -0.04, -0.27, 0.00, -0.12, 0.07, -0.22, 0.11, 0.10, 0.08, 0.13, 0.11, 0.11, 0.10, 0.11, 0.11, 0.10]
}

# 2
{
  "formula": "C51H40N2O18",
  "method": "ωB97M-V/def2-TZVPD",
  "charge": 0,
  "e_homo_ev": -9.85,
  "orbital_gap_ev": 7.858,
  "multiplicity": 1,
  "total_energy_ha": -3430.98233,
  "species": ["C", "N", "C", "O", "C", "N", "O", "H", "H", "H", "H", "H", "H", "H", "H", "C", "C", "C", "O", "C", "C", "C", "O", "H", "H", "H", "H", "C", "C", "C", "O", "C", "C", "C", "O", "H", "H", "H", "H", "C", "C", "C", "O", "C", "C", "C", "O", "H", "H", "H", "H", "C", "C", "C", "O", "C", "C", "C", "O", "H", "H", "H", "H", "C", "C", "C", "O", "C", "C", "C", "O", "H", "H", "H", "H", "C", "C", "C", "O", "C", "C", "C", "O", "H", "H", "H", "H", "C", "C", "C", "O", "C", "C", "C", "O", "H", "H", "H", "H", "C", "C", "C", "O", "C", "C", "C", "O", "H", "H", "H", "H"],
  "coordinates": [[3.3868, -6.9394, -5.1936], [3.2777, -5.5528, -4.7536], [2.7604, -4.6643, -5.7251], [1.4562, -5.0106, -6.2784], [0.5364, -5.2596, -5.3523], [-0.3585, -6.2995, -5.6909], [0.4567, -4.6938, -4.3212], [3.9726, -7.4989, -4.4752], [2.4146, -7.4341, -5.2368], [3.8119, -6.9654, -6.1883], [2.8105, -5.4633, -3.8628], [3.4388, -4.6613, -6.5655], [2.7672, -3.6530, -5.3490], [-0.0049, -7.1673, -5.3038], [-0.3442, -6.4282, -6.6981], [6.7427, -1.3935, -2.1875], [6.3170, -1.4202, -3.4471], [5.0001, -2.0025, -3.7996], [4.6099, -2.0264, -4.9493], [4.1777, -2.5541, -2.6972], [4.6018, -2.5270, -1.4378], [5.9174, -1.9436, -1.0830], [6.3068, -1.9148, 0.0651], [7.7005, -0.9731, -1.9080], [6.9025, -1.0227, -4.2665], [3.2189, -2.9731, -2.9763], [4.0141, -2.9223, -0.6192], [0.4771, 0.4280, -5.2082], [1.1632, -0.0520, -4.1748], [2.3056, 0.6974, -3.6010], [2.9358, 0.2633, -2.6555], [2.6567, 1.9975, -4.2170], [1.9702, 2.4790, -5.2488], [0.8258, 1.7320, -5.8252], [0.1952, 2.1724, -6.7647], [-0.3614, -0.1008, -5.6422], [0.9221, -0.9996, -3.7090], [3.4922, 2.5279, -3.7818], [2.2108, 3.4284, -5.7109], [-2.6520, 3.2637, -1.9883], [-2.7021, 4.5832, -1.8214], [-2.4223, 5.5086, -2.9480], [-2.4637, 6.7121, -2.7991], [-2.0870, 4.9081, -4.2639], [-2.0384, 3.5885, -4.4272], [-2.3182, 2.6633, -3.3013], [-2.2755, 1.4592, -3.4508], [-2.8521, 2.5708, -1.1802], [-2.9455, 5.0356, -0.8690], [-1.8863, 5.5997, -5.0726], [-1.7952, 3.1311, -5.3788], [6.3430, 6.2236, -1.1336], [5.6349, 5.9786, -2.2327], [4.8024, 4.7581, -2.3527], [4.1567, 4.5317, -3.3566], [4.7862, 3.8199, -1.2032], [5.4945, 4.0647, -0.1040], [6.3282, 5.2867, 0.0181], [6.9720, 5.5121, 1.0193], [6.9577, 7.1080, -1.0252], [5.6318, 6.6491, -3.0826], [4.1718, 2.9335, -1.3112], [5.4975, 3.3931, 0.7450], [-3.2485, -5.9443, -0.2606], [-2.7654, -4.8360, 0.2939], [-1.6410, -4.0922, -0.3275], [-1.1992, -3.0830, 0.1811], [-1.0783, -4.6294, -1.5901], [-1.5619, -5.7377, -2.1452], [-2.6845, -6.4817, -1.5242], [-3.1274, -7.4923, -2.0286], [-4.0670, -6.5021, 0.1765], [-3.1629, -4.4272, 1.2143], [-0.2614, -4.0737, -2.0300], [-1.1648, -6.1416, -3.0657], [-1.4533, 5.6595, 3.8567], [-1.8644, 5.6285, 2.5922], [-3.1679, 5.0239, 2.2234], [-3.5423, 4.9943, 1.0692], [-3.9956, 4.4565, 3.3145], [-3.5844, 4.4866, 4.5790], [-2.2821, 5.0925, 4.9470], [-1.9076, 5.1220, 6.1031], [-0.5063, 6.0952, 4.1485], [-1.2760, 6.0378, 1.7807], [-4.9423, 4.0202, 3.0231], [-4.1720, 4.0747, 5.3899], [-1.3843, 3.0426, 9.1225], [-2.0819, 2.8230, 8.0107], [-2.9019, 1.6003, 7.8564], [-3.5400, 1.3991, 6.8360], [-2.9231, 0.6296, 8.9764], [-2.2248, 0.8511, 10.0871], [-1.4010, 2.0756, 10.2486], [-0.7662, 2.2779, 11.2620], [-0.7772, 3.9289, 9.2581], [-2.0844, 3.5207, 7.1734], [-3.5293, -0.2585, 8.8395], [-2.2240, 0.1566, 10.9177], [-4.9411, -1.4421, 6.5627], [-5.6384, -1.6635, 5.4509], [-6.4613, -2.8865, 5.2874], [-7.0953, -3.0911, 4.2743], [-6.4795, -3.8550, 6.4129], [-5.7833, -3.6354, 7.5248], [-4.9613, -2.4119, 7.6848], [-4.3261, -2.2113, 8.7024], [-4.3350, -0.5534, 6.6996], [-5.6382, -0.9690, 4.6204], [-7.0866, -4.7407, 6.2747], [-5.7828, -4.3293, 8.3559]],
  "lowdin_charge": [-0.09, -0.08, -0.21, 0.03, -0.64, 0.15, 0.12, 0.08, 0.06, 0.09, 0.10, 0.13, 0.10, 0.09, 0.10, 0.02, 0.02, -0.39, 0.09, 0.00, 0.03, -0.38, 0.10, 0.12, 0.12, 0.11, 0.13, 0.02, 0.03, -0.37, 0.09, 0.02, 0.03, -0.39, 0.09, 0.13, 0.12, 0.08, 0.12, 0.03, 0.02, -0.38, 0.10, 0.02, 0.02, -0.38, 0.10, 0.12, 0.08, 0.12, 0.11, 0.02, 0.02, -0.37, 0.09, 0.03, 0.03, -0.38, 0.11, 0.12, 0.12, 0.12, 0.13, 0.02, 0.02, -0.38, 0.10, 0.02, 0.02, -0.38, 0.10, 0.12, 0.12, 0.10, 0.09, 0.03, 0.03, -0.36, 0.09, 0.03, 0.03, -0.36, 0.08, 0.12, 0.13, 0.13, 0.12, 0.03, 0.03, -0.35, 0.07, 0.03, 0.03, -0.38, 0.11, 0.12, 0.08, 0.08, 0.12, 0.03, 0.03, -0.39, 0.11, 0.02, 0.02, -0.36, 0.09, 0.08, 0.12, 0.12, 0.12]
}